No. 1
A structure of composition C55H40BrNO6P2STi at a distorted geometry. Source: OMol25; level of theory: ωB97M-V/def2-TZVPD.

Geometry as ORCA input:
```
! RIJCOSX wB97M-V def2-TZVPD def2/J DEFGRID3
* xyz 2 1
Ti -0.100 0.231 -0.118
O 1.789 0.018 -0.040
S 2.412 -1.421 -0.187
C 3.281 -1.160 -1.684
C 4.569 -0.677 -1.738
C 5.195 -0.394 -2.961
C 4.495 -0.627 -4.116
C 4.889 -0.440 -5.563
C 3.668 -0.947 -6.378
C 2.627 -1.283 -5.334
C 1.348 -1.739 -5.439
C 0.607 -1.953 -4.256
C 1.085 -1.742 -2.976
P -0.016 -2.076 -1.516
C 0.550 -3.779 -1.068
C 0.520 -4.746 -2.074
C 0.978 -6.031 -1.823
C 1.464 -6.366 -0.564
C 1.461 -5.422 0.449
C 1.003 -4.135 0.199
C -1.714 -2.447 -2.079
C -2.401 -3.363 -1.273
C -3.734 -3.650 -1.512
C -4.406 -3.025 -2.555
C -3.743 -2.106 -3.349
C -2.409 -1.807 -3.110
C 2.465 -1.341 -2.851
C 3.163 -1.092 -4.047
C 3.563 -1.643 1.114
C 4.689 -2.361 0.761
C 5.646 -2.780 1.694
C 5.422 -2.482 3.005
C 6.237 -2.818 4.228
C 5.419 -2.253 5.415
C 4.181 -1.668 4.779
C 3.077 -1.103 5.346
C 2.037 -0.702 4.497
C 2.047 -0.824 3.115
P 0.458 -0.197 2.396
C 0.522 1.492 3.114
C 1.501 2.348 2.607
C 1.639 3.632 3.112
C 0.814 4.064 4.145
C -0.137 3.203 4.675
C -0.289 1.922 4.159
C -0.848 -1.105 3.268
C -0.610 -2.375 3.792
C -1.642 -3.091 4.385
C -2.919 -2.552 4.446
C -3.172 -1.306 3.889
C -2.145 -0.590 3.295
C 3.214 -1.385 2.489
C 4.235 -1.807 3.380
H 5.117 -0.512 -0.820
H 6.213 -0.023 -2.973
H 5.802 -0.986 -5.805
H 5.096 0.613 -5.762
H 3.921 -1.833 -6.963
H 3.302 -0.201 -7.084
H 0.887 -1.936 -6.400
H -0.394 -2.322 -4.379
H 0.133 -4.502 -3.055
H 0.954 -6.772 -2.613
H 1.833 -7.367 -0.375
H 1.811 -5.689 1.440
H 0.975 -3.421 1.014
H -1.892 -3.850 -0.451
H -4.252 -4.362 -0.879
H -5.451 -3.246 -2.736
H -4.266 -1.601 -4.152
H -1.933 -1.061 -3.725
H 4.839 -2.632 -0.275
H 6.524 -3.322 1.364
H 7.235 -2.385 4.168
H 6.368 -3.898 4.309
H 5.972 -1.493 5.970
H 5.149 -3.028 6.132
H 2.984 -0.973 6.417
H 1.159 -0.273 4.962
H 2.180 1.998 1.842
H 2.395 4.294 2.709
H 0.929 5.063 4.548
H -0.763 3.528 5.501
H -1.045 1.265 4.574
H 0.382 -2.807 3.750
H -1.446 -4.073 4.800
H -3.717 -3.103 4.928
H -4.173 -0.893 3.906
H -2.359 0.374 2.853
O 1.000 6.354 -1.208
C 0.864 5.049 -0.988
C 1.789 4.085 -1.395
C 1.550 2.770 -1.090
N 0.472 2.365 -0.399
C -0.405 3.305 -0.039
Br -1.893 2.671 0.925
C -0.277 4.639 -0.303
H 1.805 6.561 -1.695
H 2.683 4.362 -1.941
H 2.240 1.998 -1.395
H -1.025 5.358 0.005
O -3.872 -0.499 -0.130
C -2.762 -0.206 -0.383
O -1.658 -0.516 0.372
C -2.307 0.682 -1.580
O -3.019 1.369 -2.216
O -0.940 0.625 -1.667
*
```

Properties
Orbital gap = 7.14 eV
E_LUMO = -5.86 eV
Total energy = -7130.1345 Eh
HOMO energy = -0.4775 Ha
ΔE to the lowest compared entry with this formula, charge and spin = 6.6 kcal/mol

No. 2
A structure of composition C20H29N3O2 at a distorted geometry. Source: OMol25; level of theory: ωB97M-V/def2-TZVPD.

Geometry as ORCA input:
```
! RIJCOSX wB97M-V def2-TZVPD def2/J DEFGRID3
* xyz 0 1
C 3.413 4.231 0.652
C 3.118 2.780 0.270
C 4.156 1.884 0.767
C 3.695 0.323 0.393
C 4.673 -0.819 0.835
C 4.386 -2.167 0.557
H 5.117 -2.833 1.133
H 4.562 -2.108 -0.699
C 3.015 -2.628 0.754
N 2.137 -2.403 -0.195
C 0.910 -2.865 -0.310
O 0.538 -3.889 0.287
C 0.136 -2.789 -1.638
N -0.358 -1.159 -1.354
C 0.394 -0.199 -1.822
O 1.475 -0.354 -1.982
C -0.179 1.003 -1.348
C -1.763 1.101 -1.524
C -2.189 0.036 -0.999
N -1.656 -1.113 -0.752
C -3.683 -0.078 -0.457
C -4.700 0.990 -0.547
C -5.856 0.971 -0.098
C -6.277 -0.087 0.918
C -5.272 -0.937 0.834
C -3.922 -1.058 0.521
H -3.265 -2.017 0.785
H -5.501 -1.728 1.739
C -7.659 -0.210 1.466
H -8.199 0.525 0.968
H -7.508 0.145 2.373
H -8.056 -1.186 1.109
H -6.539 1.653 -0.411
H -4.363 1.545 -1.434
H -2.195 2.001 -1.197
H -1.920 1.309 -2.637
H 0.302 1.925 -2.189
H 0.015 1.412 -0.087
H 0.696 -2.621 -2.420
H -0.869 -3.136 -1.500
H 2.392 -1.698 -0.687
H 2.582 -2.182 2.049
H 3.015 -3.786 0.977
H 5.605 -0.468 0.730
H 4.489 -0.559 2.007
H 3.763 0.208 -0.681
H 2.725 0.020 0.846
H 4.201 1.735 1.919
H 5.003 2.133 0.273
H 2.719 2.720 -0.755
H 2.024 2.629 0.691
H 3.496 4.428 1.587
H 4.499 4.529 -0.009
H 2.676 4.838 0.294
*
```

Properties
Orbital gap = 8.49 eV
E_LUMO = 0.17 eV
Total energy = -1093.6514 Eh
HOMO energy = -0.3059 Ha
ΔE to the lowest compared entry with this formula, charge and spin = 429.3 kcal/mol

Which of these has the lowest orbital gap? C55H40BrNO6P2STi

Which of these has the lowest ΔE to the lowest compared entry with this formula, charge and spin? C55H40BrNO6P2STi

ΔE to the lowest compared entry with this formula, charge and spin of number 1 (C55H40BrNO6P2STi)? 6.6 kcal/mol